{"formula": "C5H10P2", "method": "ωB97M-V/def2-TZVPD", "multiplicity": 1, "e_above_lowest_kj_mol": 371.2, "total_energy_ev": -23918.3079, "e_homo_ev": [-7.39, -8.23], "e_lumo_ev": [-1.527, -0.786], "symbols": ["C", "C", "C", "C", "C", "P", "P", "H", "H", "H", "H", "H", "H", "H", "H", "H", "H"], "positions_angstrom": [[0.2874, 1.0548, 0.5939], [2.9011, 0.9081, -0.1676], [-1.3205, -1.5638, 0.7142], [-1.1976, 1.0397, 0.2916], [-1.7135, -0.3469, -0.2132], [2.8272, -1.0156, -0.0012], [1.2520, 0.3550, -0.5625], [3.2555, 1.3712, 0.7186], [3.2971, 1.1001, -1.2598], [-1.9724, -2.3547, 0.4964], [-1.3607, -1.3705, 1.8482], [-0.2533, -1.8355, 0.4859], [-1.4179, 1.6512, -0.5756], [-1.7833, 1.4140, 1.1258], [-1.2533, -0.5559, -1.2387], [-2.7834, -0.3629, -0.3319], [1.2354, 0.5117, -1.9239]], "mulliken_charge": [-0.3960, -0.6413, -0.8572, -0.2389, -0.6807, 0.0381, 0.0138, 0.3758, 0.2746, 0.3871, 0.2404, 0.1580, 0.2812, 0.3239, 0.2417, 0.4527, 0.0270]}

***

{"formula": "C5H10S", "method": "ωB97M-V/def2-TZVPD", "multiplicity": 1, "e_above_lowest_kj_mol": 104.1, "total_energy_ev": -16181.3982, "e_homo_ev": -8.52, "e_lumo_ev": 1.048, "smiles": "C=C[C@@H](C)SC", "symbols": ["C", "C", "C", "C", "C", "H", "H", "H", "H", "H", "H", "H", "H", "H", "H", "S"], "positions_angstrom": [[-2.5325, -0.5458, 0.3044], [0.2252, 0.1094, -0.0164], [0.2253, 1.6177, -0.2809], [1.4936, -0.4542, -0.5619], [2.2593, -1.2818, 0.1521], [-3.4145, -1.0040, -0.1009], [-2.7227, 0.5053, 0.5005], [-2.2715, -0.9659, 1.2834], [0.1711, -0.1111, 1.0555], [0.9621, 2.1646, 0.2549], [-0.7332, 1.9652, 0.0928], [0.3779, 1.9423, -1.3070], [1.8921, -0.0995, -1.5203], [3.2806, -1.5144, -0.1743], [1.9368, -1.4742, 1.1661], [-1.1497, -0.8535, -0.8481]], "mulliken_charge": [-0.8130, 0.3205, -1.3504, -0.3049, -0.7827, 0.3216, 0.2618, 0.2620, 0.2814, 0.3893, 0.3204, 0.3342, 0.3024, 0.2759, 0.2520, -0.0705]}

***

{"formula": "C5H10S", "method": "ωB97M-V/def2-TZVPD", "multiplicity": 1, "e_above_lowest_kj_mol": 523.9, "total_energy_ev": -16177.0479, "e_homo_ev": [-7.59, -7.09], "e_lumo_ev": [0.709, 0.751], "symbols": ["C", "C", "C", "C", "C", "S", "H", "H", "H", "H", "H", "H", "H", "H", "H", "H"], "positions_angstrom": [[2.4399, -0.4784, -0.0550], [1.7352, 0.5878, -0.0562], [-1.0102, 0.3375, 1.4800], [-1.2317, 0.6396, -1.1982], [-0.7542, -0.0428, 0.0631], [-0.5828, -1.8520, 0.1175], [3.5744, -0.6998, -0.0627], [2.0159, -1.4072, -0.1574], [1.6769, 1.6589, -0.0463], [-0.3948, 1.2656, 1.6754], [-2.0376, 0.3318, 1.5675], [-0.5424, -0.4153, 2.2203], [-0.5611, 0.4529, -2.1068], [-1.2783, 1.6217, -0.8904], [-2.0944, 0.1391, -1.4163], [-0.9545, -2.1394, -1.1343]], "mulliken_charge": [-0.5265, -0.2252, -1.2816, -1.4717, 0.6530, -0.2679, 0.2022, 0.1964, 0.3546, 0.2672, 0.4235, 0.3557, 0.2598, 0.3924, 0.5392, 0.1289]}

***

{"formula": "C5H10S", "method": "ωB97M-V/def2-TZVPD", "multiplicity": 1, "e_above_lowest_kj_mol": 191.0, "total_energy_ev": -16180.4974, "e_homo_ev": -8.34, "e_lumo_ev": 1.079, "smiles": "C=CCSCC", "symbols": ["C", "C", "C", "C", "C", "H", "H", "H", "H", "H", "H", "H", "H", "H", "H", "S"], "positions_angstrom": [[3.0238, 0.1334, -0.0099], [1.7068, -0.3792, 0.5470], [-0.9884, 0.7623, 0.4334], [-2.3572, 0.4822, -0.1069], [-2.7501, -0.7033, 0.1756], [3.4527, -0.4988, -0.8473], [2.7503, 1.1763, -0.4112], [3.7301, 0.2299, 0.9485], [1.4466, 0.1858, 1.5271], [1.6626, -1.4427, 0.8547], [-0.5835, 1.7487, 0.4025], [-0.7995, 0.2472, 1.3648], [-3.0277, 1.2210, -0.4697], [-1.9967, -1.3806, 0.5036], [-3.7493, -1.0284, 0.0777], [0.3315, -0.1394, -0.6367]], "mulliken_charge": [-0.8810, -0.4199, -0.5789, -0.2341, -0.7400, 0.2718, 0.2589, 0.2687, 0.2645, 0.3429, 0.3396, 0.3706, 0.3639, 0.2096, 0.2974, -0.1339]}

***

{"formula": "C5H11AlFO8P", "method": "ωB97M-V/def2-TZVPD", "multiplicity": 2, "charge": -3, "e_above_lowest_kj_mol": 41.3, "total_energy_ev": -40340.7501, "e_homo_ev": [2.23, 2.36], "e_lumo_ev": [6.498, 6.499], "symbols": ["Al", "P", "O", "O", "O", "O", "C", "O", "H", "H", "H", "F", "C", "C", "O", "C", "O", "O", "C", "H", "H", "H", "H", "H", "H", "H", "H"], "positions_angstrom": [[1.1763, -2.1253, -0.3420], [-0.2383, -4.5440, -1.9465], [1.1701, -4.9504, -1.5741], [0.0534, -3.2689, -2.7301], [-0.8447, -4.0605, -0.5758], [-1.1540, -5.3592, -2.8537], [3.5684, 1.0496, 1.4472], [2.8520, -0.0073, 0.8807], [4.4041, 0.7010, 2.0540], [4.1123, 1.7210, 0.7827], [2.9697, 1.5450, 2.2115], [2.0720, -3.7231, 1.9002], [0.2013, 3.4966, 1.4736], [-0.2787, 2.0157, 1.2360], [-1.4609, 1.9238, 0.4004], [-1.6693, 0.8221, -0.3094], [-0.9304, -0.1646, -0.4173], [-2.9757, 0.9527, -0.8398], [-3.4119, 0.0614, -1.8628], [-0.7166, 4.0712, 1.5979], [0.6858, 3.9695, 0.6193], [0.7268, 3.4407, 2.4269], [-0.2780, 1.3606, 2.1072], [0.5592, 1.5813, 0.6907], [-2.5667, -0.0090, -2.5474], [-4.3304, 0.4303, -2.3194], [-3.6958, -0.9302, -1.5102]], "mulliken_charge": [0.8090, 0.7274, -0.5283, -0.5428, -0.6783, -0.8385, -0.9141, -0.6127, 0.2747, 0.2451, 0.1373, -0.9347, -1.1582, -0.0803, -0.2857, 0.5841, -0.5189, -0.3577, -0.6049, 0.3667, 0.2660, 0.3492, 0.3247, 0.1697, 0.3123, 0.1854, 0.3035]}

***

{"formula": "C5H11AlO4", "method": "ωB97M-V/def2-TZVPD", "multiplicity": 1, "charge": 2, "e_above_lowest_kj_mol": 104.9, "total_energy_ev": -20128.8891, "e_homo_ev": -16.70, "e_lumo_ev": -10.955, "symbols": ["O", "C", "C", "O", "C", "C", "O", "C", "Al", "H", "H", "H", "H", "H", "H", "H", "H", "H", "O", "H", "H"], "positions_angstrom": [[2.3472, 0.0492, -1.1651], [2.5020, -0.4828, -0.0193], [1.4208, -1.4919, 0.2968], [0.2249, -0.9445, -0.2012], [-1.0574, -1.4602, 0.1341], [-1.9559, -0.2706, 0.4124], [-2.1528, 0.5914, -0.6804], [-1.4321, 1.8399, -0.6737], [0.3574, 0.6603, -1.2322], [3.5144, -0.8137, 0.2694], [1.4063, -1.6748, 1.3844], [1.6053, -2.4375, -0.2420], [-1.0278, -2.0956, 1.0318], [-1.4131, -2.0933, -0.6915], [-1.4745, 0.3031, 1.2257], [-2.9315, -0.6547, 0.7432], [-1.8310, 2.4541, -1.4964], [-1.7001, 2.3898, 0.2465], [0.8092, 1.9160, 0.0868], [1.0369, 2.8415, -0.0514], [1.7518, 1.3743, 0.6221]], "mulliken_charge": [-0.2804, -0.2015, -0.2000, 0.0420, -0.3776, -0.5780, -0.3865, -0.5639, 0.7132, 0.4035, 0.3948, 0.3951, 0.3915, 0.3072, 0.3269, 0.4778, 0.3423, 0.4066, -0.4968, 0.4213, 0.4627]}